1.
Computed, not measured: a molecular structure, C18H38BCl3F5KN6O5 in a non-equilibrium geometry, with ωB97M-V/def2-TZVPD.

Computed properties:
LUMO	-3.69	eV
gap between HOMO and LUMO	3.7	eV
2S+1	1
energy	-3917.9121	Eh

Cartesian coordinates (Å):
H1 -6.4971 2.1161 -0.3381
H2 -5.2783 2.1728 -5.7389
Cl1 2.9603 -0.6976 -0.5054
H3 -2.9993 -2.3044 7.6775
C1 -4.4353 1.5082 -5.5517
F1 7.2423 1.0975 -7.3472
N1 -5.0053 -2.0924 4.9744
H4 -5.3723 -2.7706 4.3278
F2 6.3733 -1.0187 -7.6225
O1 -4.0047 -3.8556 5.9622
O2 -5.5576 1.9456 -0.1386
H5 5.1212 0.8032 -1.0543
H6 -5.2725 0.6078 -3.8155
C2 -4.2218 -2.6549 5.9633
H7 6.1684 -1.7015 -5.5429
H8 -4.5382 0.6252 -6.1807
H9 -5.4582 1.2716 0.5603
C3 -1.2396 -0.6940 -0.6228
C4 -2.2507 1.9885 -3.6232
H10 -5.0125 -0.3968 3.7812
H11 -1.5648 -2.3375 0.7867
H12 3.2413 3.5597 3.1808
H13 6.8276 0.3746 -0.7238
H14 1.7295 3.6307 2.2560
C5 2.1744 3.7665 3.2400
C6 1.9984 -1.0457 0.7607
O3 5.8218 2.9621 -2.2723
C7 -3.6040 -1.7254 6.9855
H15 -1.7382 1.4377 -4.4121
N2 6.5001 2.2860 -1.5314
H16 -0.0121 -2.8345 2.1789
C8 1.2692 0.0255 1.5531
F3 5.2230 0.5538 -6.3835
C9 0.2289 -0.7268 2.3876
Cl2 1.2221 -2.1892 -2.0059
H17 -6.4419 -0.6014 4.8324
N3 -4.4574 1.0971 -4.1533
B1 6.0589 0.3633 -7.5115
F4 -1.4597 0.8572 1.6919
H18 -3.5135 2.0198 -5.8020
C10 7.3021 -1.3085 -3.8170
O4 7.4381 2.6873 -0.8733
H19 -2.0418 -0.7407 2.7623
C11 -1.7570 -1.2619 0.7150
H20 -4.9100 -0.0577 5.5373
H21 6.2267 0.4058 -2.3985
C12 -5.3552 -0.7060 4.7867
H22 -0.7747 -1.5035 -1.1768
N4 7.9582 -0.6049 -3.1817
O5 -3.6804 0.8603 -2.0580
H23 2.0289 4.7968 3.5574
K1 -2.1361 -1.0286 4.3695
H24 -1.5906 2.0507 -2.7633
H25 0.9653 0.9209 1.0196
H26 2.0580 0.3606 2.2451
H27 -4.3816 -1.2202 7.5434
H28 -0.5847 0.1696 -0.5214
H29 2.1559 -3.0659 0.9443
H30 -2.4772 2.9994 -3.9632
N5 1.7532 -2.1985 1.2818
H31 1.2835 -2.5215 3.3354
H32 -2.9567 -0.9945 6.4939
H33 5.5841 -2.4870 -4.0579
C13 1.5450 2.8592 4.2004
C14 6.1434 0.8476 -1.4176
H34 0.2690 -0.4308 3.4820
H35 -2.0767 -0.3637 -1.2464
H36 -5.0460 1.6860 -0.9588
C15 6.4729 -2.2031 -4.6207
H37 -2.8534 -1.1806 0.6910
Cl3 -6.2833 -2.6373 7.3119
C16 -1.2981 -0.5013 1.9532
H38 7.0368 -3.0992 -4.8726
C17 -3.5125 1.2789 -3.2240
F5 5.3937 0.7829 -8.6749
N6 1.0476 2.1517 4.9611
C18 0.8277 -2.1657 2.4124

2.
Computed, not measured: a molecular structure, C18H38F2O23PS2V2 in a non-equilibrium geometry, with ωB97M-V/def2-TZVPD.

Computed properties:
<S²>	2.0368
LUMO (alpha / beta)	-7.53 / -7.40	eV
gap between HOMO and LUMO (alpha / beta)	4.0 / 4.7	eV
2S+1	3
energy	-5664.6212	Eh
total charge	+1

Cartesian coordinates (Å):
H1 -3.5537 0.7327 -0.6148
C1 5.9416 -0.0752 2.2044
C2 -1.5643 -1.5708 1.0009
C3 -2.9038 -3.0987 2.3400
P1 0.1620 0.9580 -1.1639
O1 3.0097 1.2736 -3.7772
H2 0.5189 -4.0398 0.4910
H3 -3.9817 -2.7613 0.4630
O2 0.8377 2.0668 -1.8146
O3 3.4787 -0.7008 2.5787
H4 3.0122 -0.2045 -1.3493
H5 3.9854 4.7442 1.6252
H6 -6.5774 2.1430 1.2001
C4 -3.9208 1.0968 -2.6425
V1 2.3800 3.0869 -2.8045
H7 4.1272 -1.1976 -2.3296
O4 1.8569 -2.5024 -1.7083
H8 -1.3035 -1.7789 3.1562
C5 -3.0825 -3.2734 0.8243
C6 1.3470 -4.5310 -0.0212
H9 -0.0716 3.0372 1.4777
H10 -3.3543 -0.6846 -1.4885
H11 -4.3769 2.0627 -2.4376
O5 1.7422 -0.5158 -3.9224
H12 -4.4489 0.6658 -3.4976
H13 -1.5414 1.9344 3.0595
H14 -2.8748 1.1819 -2.9310
O6 -1.9326 -2.6885 0.2059
H15 1.8142 -1.8587 1.9972
H16 4.0482 0.4251 -5.5857
O7 -4.9719 -0.2814 1.2154
H17 -3.9008 -3.0094 2.7700
F1 0.7211 0.8298 0.2633
C7 2.1016 -1.0211 2.6340
O8 -7.2445 -0.4582 0.2770
O9 -0.6137 -2.3138 -5.2863
H18 -0.9751 2.9491 4.3682
H19 -0.4783 -1.4407 1.0293
C8 -6.0903 1.8651 0.2742
H20 4.7380 -0.3552 -0.9078
H21 6.9800 0.1502 2.4267
H22 3.0737 3.2901 2.0475
O10 3.6459 -1.9859 -0.4532
O11 2.5219 -3.7050 0.0665
H23 -2.3916 -3.9613 2.7600
O12 0.0319 -0.4018 -1.7421
H24 1.7934 -1.2189 3.6613
C9 -1.3674 -1.2690 -5.2578
O13 -5.3781 -0.1823 -1.1997
H25 -5.0990 2.2862 0.1251
H26 -2.0155 -0.6787 0.5487
H27 -2.7891 -0.9627 2.6725
O14 2.0068 4.5690 -2.5421
H28 -3.1501 -4.3176 0.5200
O15 0.7055 4.3821 2.9043
C10 -1.1372 2.9256 3.2903
V2 0.2646 -1.8297 -3.2096
O16 4.0111 -2.3763 3.9833
F2 -1.2570 1.4482 -0.8376
C11 0.1534 3.1135 2.5434
O17 5.6054 -1.1041 3.1064
H29 1.1036 -4.7060 -1.0631
C12 3.8755 -0.8641 -1.3234
C13 2.5778 -2.6902 -0.7350
H30 1.5882 -5.4401 0.5138
S1 1.6750 5.1195 1.8661
O18 -2.0395 -0.8505 -6.3133
H31 -6.6983 2.1494 -0.5839
C14 2.6793 0.2026 -4.3388
O19 3.2844 -0.1622 -5.4695
C15 -4.0229 0.1811 -1.4361
H32 -1.8877 -1.5328 -7.0030
H33 3.4306 4.5097 3.3246
O20 -1.3729 -0.6854 -4.1295
C16 3.2112 4.3479 2.2766
H34 -1.8768 3.6717 3.0156
O21 1.7128 6.4724 2.2863
H35 5.8551 -0.4056 1.1671
O22 -0.7454 -2.7871 -2.4879
H36 1.5835 -0.1194 2.3182
C17 4.3413 -1.4764 3.2746
H37 5.3437 0.8306 2.3005
O23 1.3099 4.7366 0.5396
S2 -5.9524 0.1117 0.2466
C18 -2.1221 -1.7892 2.4380
H38 0.8773 2.3127 2.7297

3.
Computed, not measured: a molecular structure, C18H38N4O5PRh, with ωB97M-V/def2-TZVPD.

Computed properties:
LUMO	-0.42	eV
gap between HOMO and LUMO	7.4	eV
ΔE to the lowest compared entry with this formula, charge and spin	0.0	kJ/mol
2S+1	1
energy	-1755.8222	Eh

Cartesian coordinates (Å):
H1 5.2895 -1.1409 2.8158
C1 -1.8131 -1.6433 -1.6522
C2 5.3418 -0.3523 2.0667
C3 3.0630 -2.6616 3.4244
H2 -3.8819 1.5822 -0.8892
N1 1.6070 -0.0349 0.4397
H3 0.4299 -2.7611 1.1792
H4 -0.1974 0.6222 -2.5423
C4 3.4824 -2.1288 -0.1260
C5 2.3555 -2.7061 -1.0057
H5 4.7661 1.0882 -0.1228
H6 2.7755 -3.0291 -1.9617
C6 1.9955 -2.0249 2.5242
H7 4.6479 -1.8976 -1.9158
N2 -4.1486 2.7333 0.5548
H8 -4.8109 3.4870 0.4510
P1 2.6816 -0.9583 1.1306
H9 5.9840 0.4371 2.4668
C7 4.1538 1.3909 0.7221
C8 -0.6242 -1.4029 -2.5977
H10 0.5876 -3.6299 2.7073
H11 4.7758 -3.8127 -0.4101
H12 3.4406 0.2679 3.8874
C9 3.4507 0.9413 3.0349
C10 3.9727 0.2660 1.7576
O1 -1.1441 2.6072 -1.4311
C11 1.1494 -3.1471 1.9043
H13 -2.1682 -2.1471 1.3753
N3 -1.5656 -1.1934 -0.4007
H14 3.1938 1.7492 0.3555
O2 -2.8096 -2.2319 -2.0231
C12 -2.3268 -0.0448 1.6089
H15 0.5192 -1.8930 4.0671
H16 1.5503 -0.4770 4.0261
H17 3.8002 -3.2486 2.8782
C13 4.3185 -3.2835 0.4311
O3 -3.0665 1.5004 -1.4491
N4 0.2089 -0.2447 -2.1869
H18 3.7115 -4.0084 0.9730
C14 4.3589 -1.2807 -1.0615
H19 4.6673 2.2208 1.2140
H20 -2.6338 4.2093 0.1549
H21 -3.4904 -1.4592 0.4193
C15 -2.2423 2.4192 -0.9605
H22 -2.1153 2.8073 1.0806
H23 3.8152 -0.4105 -1.4340
H24 4.1298 1.7608 3.2820
H25 0.3006 -0.6649 2.8095
H26 2.5576 -3.3360 4.1215
H27 5.8369 -0.7485 1.1823
H28 2.4527 1.3547 2.8896
C16 -2.4631 -1.3016 0.7414
H29 1.7560 -3.9167 1.4295
H30 -0.9868 -1.3084 -3.6192
H31 3.5877 -1.9195 4.0228
H32 5.1228 -2.9528 1.0853
C17 1.0386 -1.1998 3.3998
H33 -0.0105 -2.3026 -2.5345
H34 -4.2289 2.3116 1.4720
O4 -1.1565 0.5471 1.5600
Rh1 -0.1761 0.0663 -0.1616
H35 1.8660 -3.5670 -0.5600
H36 1.6009 -1.9443 -1.1971
C18 -2.7754 3.1361 0.2740
H37 5.2755 -0.9388 -0.5868
H38 1.1575 -0.3003 -2.5387
O5 -3.2644 0.3411 2.2843

4.
Computed, not measured: a single C18H38O molecule, with ωB97M-V/def2-TZVPD.

Computed properties:
LUMO	0.99	eV
gap between HOMO and LUMO	11.1	eV
ΔE to the lowest compared entry with this formula, charge and spin	11.5	kJ/mol
2S+1	1
energy	-783.8876	Eh

Cartesian coordinates (Å):
C1 -5.9138 -1.7916 0.1823
C2 7.7269 -0.7752 -1.0764
H1 -5.0378 0.0214 0.9438
H2 -8.2333 -2.9049 1.2203
H3 -1.0135 3.3167 1.6846
H4 0.2629 -0.0758 0.3741
C3 -1.1932 2.8110 -0.3715
H5 5.4946 0.7043 -0.4275
C4 -4.7516 0.0198 -1.1889
H6 -2.1611 3.3158 -0.3965
H7 2.6050 -0.3931 -0.3991
H8 1.9122 -1.2735 1.8369
H9 -3.7982 1.6913 -2.1361
H10 -2.1403 -0.1992 -1.8681
H11 3.1314 1.1044 0.3702
C5 -4.8372 -0.7057 0.1528
C6 -0.8900 2.4173 1.0762
H12 -3.8835 1.8063 -0.3777
H13 7.1041 -0.5807 0.9747
H14 -1.3784 2.0885 -2.3743
O1 8.9617 -1.4071 -0.8336
H15 -5.7197 0.4710 -1.4140
C7 6.7124 -1.0039 0.0444
H16 -7.5160 -0.6945 -0.7591
C8 1.9838 -0.1987 1.6511
H17 -0.1050 -0.0228 2.0969
H18 0.9068 2.2322 2.2525
H19 -7.4619 -0.5416 0.9975
H20 4.7323 -0.1755 1.7760
H21 -1.6274 1.6935 1.4259
H22 -2.0966 0.1435 -0.1417
C9 -1.2058 1.6629 -1.3817
H23 1.1815 2.2442 0.5152
H24 -8.2730 -3.0580 -0.5360
H25 -4.5325 -0.7054 -1.9766
H26 -5.7830 -2.3883 1.0890
H27 4.9758 -0.7908 -1.2036
H28 -0.4440 3.5391 -0.6947
C10 -3.6930 1.1236 -1.2077
H29 7.3600 -1.2068 -2.0106
C11 5.3616 -0.3693 -0.2728
H30 6.5905 -2.0790 0.1931
C12 2.9934 0.0336 0.5288
H31 -3.8740 -1.1725 0.3674
C13 0.5872 0.3358 1.3303
H32 4.2177 -1.6720 0.9994
C14 -8.3704 -2.3569 0.2903
C15 4.3469 -0.5982 0.8450
C16 -2.2643 0.5900 -1.1214
H33 2.3487 0.2695 2.5685
H34 -9.3789 -1.9499 0.2775
H35 -0.2208 1.1927 -1.4004
C17 -7.3387 -1.2420 0.1680
C18 0.5243 1.8627 1.2977
H36 7.8726 0.3049 -1.2299
H37 9.3099 -1.0907 0.0075
H38 -5.7755 -2.4585 -0.6722